No. 1
C3H2BrF2N3 | ωB97M-V with the def2-TZVPD basis set

Last column: Mulliken charge in e.
CARTESIAN COORDINATES (ANGSTROEM)
C (0.93, 0.18, -0.62)  -0.0764
C (-1.13, 0.42, -0.65)  0.2614
C (-3.94, 0.82, -0.18)  0.4113
N (-0.10, 0.88, -1.22)  -0.4599
N (0.44, -0.65, 0.31)  -0.6282
N (-0.92, -0.53, 0.24)  0.2543
F (-4.40, 1.52, -1.18)  -0.1456
F (-3.98, 1.59, 0.91)  -0.1614
Br (-4.88, -0.78, 0.14)  -0.0736
H (1.84, 0.60, -0.64)  0.3926
H (-1.55, -1.09, 0.77)  0.2254

As for the total charge: 0. As for the electronic energy: -3053.35239 a.u. The calculation puts the energy above the lowest of the compared OMol25 structures with the same formula, charge and spin at 2.0 kcal/mol. The LUMO energy (spin up / spin down) is -1.31 / -1.31 eV.

No. 2
C31H59FN7O12 | ωB97M-V with the def2-TZVPD basis set

Last column: Mulliken charge in e.
CARTESIAN COORDINATES (ANGSTROEM)
C (6.36, -2.35, 0.53)  -0.9340
C (6.76, -1.14, -0.29)  -0.2055
O (6.29, -1.20, -1.63)  -0.4170
C (5.30, -0.26, -1.99)  -0.2473
C (4.10, -1.02, -2.59)  -0.2793
O (2.86, -0.33, -2.35)  -0.2929
C (1.89, -1.09, -1.65)  1.5414
C (1.60, -2.40, -2.39)  -0.8398
C (2.16, -3.67, -1.70)  0.0369
O (1.26, -4.22, -0.76)  -0.5730
C (2.52, -4.73, -2.76)  -0.6499
N (3.81, -5.37, -2.47)  -0.5804
C (2.40, -1.27, -0.21)  -1.6462
N (1.78, -0.12, 0.60)  0.1583
C (1.07, 0.82, -0.33)  2.1318
C (-0.02, 1.68, 0.40)  -1.2899
C (-0.15, 1.48, 1.92)  -1.4759
C (-1.01, 0.26, 2.31)  0.1038
C (-1.80, 0.51, 3.60)  -0.9225
O (-2.95, -0.34, 3.67)  -0.3987
C (-2.66, -1.63, 3.97)  0.0824
O (-2.09, -1.97, 4.97)  -0.4740
C (2.06, 1.89, -0.78)  -1.5786
O (1.79, 2.68, -1.62)  -0.4554
N (3.34, 1.97, -0.06)  0.1751
C (3.36, 3.15, 0.70)  0.2555
O (2.38, 3.64, 1.17)  -0.3950
F (4.58, 3.63, 0.89)  -0.2620
C (0.64, -0.15, -1.44)  0.3855
C (-0.71, -0.86, -1.16)  -0.9791
C (-0.78, -2.04, -0.20)  -0.4790
N (-1.57, -3.00, -0.38)  -0.8953
C (0.42, 0.49, -2.84)  -1.8083
C (-0.87, 1.33, -3.01)  -1.4188
O (-1.80, 0.60, -3.82)  -0.4520
C (-3.02, 0.40, -3.25)  0.8821
O (-3.58, 1.25, -2.62)  -0.6305
C (-3.63, -0.97, -3.44)  -0.1867
C (-3.01, -1.75, -4.60)  -1.2789
H (5.28, -2.52, 0.56)  0.1309
H (6.69, -2.21, 1.56)  0.3630
H (6.83, -3.26, 0.18)  0.3181
H (6.47, -0.23, 0.23)  0.1961
H (7.85, -1.13, -0.34)  0.3940
H (4.93, 0.30, -1.14)  -0.0369
H (5.73, 0.44, -2.71)  0.3506
H (4.24, -1.04, -3.67)  0.4931
H (4.15, -2.02, -2.18)  0.1429
H (2.00, -2.36, -3.39)  0.6566
H (0.53, -2.55, -2.52)  0.4713
H (3.07, -3.48, -1.13)  -0.1296
H (0.49, -4.57, -1.23)  0.4859
H (1.73, -5.48, -2.79)  0.4288
H (2.57, -4.30, -3.76)  0.3067
H (3.77, -6.35, -2.69)  0.2652
H (4.08, -5.24, -1.51)  0.2391
H (3.46, -1.20, -0.02)  -0.4231
H (2.10, -2.19, 0.28)  0.5955
H (2.45, 0.31, 1.24)  0.7613
H (1.15, -0.60, 1.24)  0.2199
H (-1.01, 1.54, -0.03)  0.5981
H (0.22, 2.72, 0.26)  0.8362
H (-0.63, 2.37, 2.32)  0.9190
H (0.83, 1.39, 2.38)  0.2407
H (-1.69, 0.02, 1.49)  0.1436
H (-0.41, -0.63, 2.51)  0.2981
H (-2.08, 1.55, 3.70)  0.4582
H (-1.15, 0.24, 4.43)  0.4190
H (-3.00, -2.38, 3.25)  0.4804
H (4.06, 2.05, -0.78)  0.3980
H (-1.04, -1.26, -2.11)  0.6301
H (-1.47, -0.15, -0.85)  0.8154
H (-0.19, -2.11, 0.72)  0.3404
H (-2.11, -2.86, -1.24)  0.2737
H (1.24, 1.14, -3.13)  0.7817
H (0.37, -0.29, -3.58)  0.8892
H (-1.31, 1.66, -2.09)  0.4822
H (-0.60, 2.22, -3.56)  0.4333
H (-4.67, -0.81, -3.68)  0.3603
H (-3.60, -1.53, -2.50)  0.2071
H (-3.44, -2.75, -4.63)  0.4051
H (-1.94, -1.86, -4.48)  0.2136
H (-3.27, -1.28, -5.55)  0.3727
O (-0.86, 5.20, 3.90)  -0.6132
C (0.16, 5.87, 3.89)  0.6898
N (1.25, 5.46, 3.20)  -0.2252
C (0.28, 7.18, 4.64)  -0.9621
H (2.11, 5.97, 3.16)  0.1837
H (1.17, 4.60, 2.70)  0.1839
H (0.11, 7.00, 5.70)  0.2742
H (-0.48, 7.87, 4.27)  0.2689
H (1.26, 7.63, 4.51)  0.2931
O (-5.81, 0.34, -5.14)  -0.6113
C (-6.80, 1.06, -5.10)  0.5871
N (-7.87, 0.82, -5.90)  -0.4162
C (-6.90, 2.24, -4.18)  -0.7719
H (-8.69, 1.39, -5.89)  0.1797
H (-7.82, 0.04, -6.53)  0.2303
H (-6.09, 2.93, -4.40)  0.2206
H (-6.79, 1.90, -3.15)  0.1983
H (-7.85, 2.77, -4.28)  0.3627
O (-3.88, 1.10, 9.33)  -0.6134
C (-3.70, 0.17, 8.57)  0.5836
N (-3.88, 0.30, 7.23)  -0.2957
C (-3.28, -1.20, 9.05)  -0.7887
H (-3.74, -0.44, 6.57)  0.1478
H (-4.16, 1.20, 6.88)  0.1983
H (-4.02, -1.58, 9.74)  0.2566
H (-2.32, -1.11, 9.56)  0.2409
H (-3.16, -1.91, 8.23)  0.2653

As for the total charge: +1. As for the electronic energy: -2602.42777 a.u. The calculation puts the energy above the lowest of the compared OMol25 structures with the same formula, charge and spin at 28.5 kcal/mol. The LUMO energy is -3.01 eV.